No. 1
Computed, not measured: C5H9NOS in the gas phase, with ωB97M-V with the def2-TZVPD basis set.

Values from the calculation:
Max |F| ... 0.070 Eh/bohr
HOMO-LUMO gap ... 9.07 eV
ΔE to the lowest compared entry with this formula, charge and spin ... 213.8 kJ/mol
E_HOMO ... -8.17 eV
SMILES ... NC[C@H]1SC[C@H]2O[C@H]21
Total charge ... 0

Element x y z (Å)
N 0.488 -1.008 -1.929
C -0.893 -0.928 -1.493
C -1.012 -0.361 -0.058
S 0.287 -1.174 0.983
C 1.082 0.374 1.455
C 0.316 1.595 0.865
O 0.232 1.771 -0.537
C -0.842 1.152 0.104
H 0.418 -1.428 -2.873
H 0.883 -0.083 -2.078
H -1.345 -1.921 -1.535
H -1.459 -0.272 -2.151
H -1.983 -0.678 0.415
H 1.119 0.428 2.496
H 2.123 0.361 0.991
H 0.278 2.520 1.523
H -1.795 1.752 0.044

natural (NBO) population analysis, charges in e, atoms 1 to 8: -0.8273 -0.2295 -0.3572 0.2008 -0.5624 0.0588 -0.4895 0.0455

***

No. 2
Computed, not measured: a molecular structure, C60H52AuN2OP3, with ωB97M-V with the def2-TZVPD basis set.

Values from the calculation:
Max |F| ... 0.015 Eh/bohr
HOMO-LUMO gap ... 7.09 eV
ΔE to the lowest compared entry with this formula, charge and spin ... 0.0 kJ/mol
E_HOMO ... -13.09 eV
Total charge ... +2

Element x y z (Å)
Au 0.522 0.301 -0.372
C 0.839 5.161 -3.397
C -0.352 4.178 -3.156
C -0.307 3.703 -1.033
C 0.828 3.727 -0.078
C 1.842 4.570 -0.252
C 1.859 5.474 -1.451
P 0.702 2.299 1.001
C -0.279 2.766 2.429
C -0.226 1.991 3.589
C -0.954 2.379 4.700
C -1.753 3.516 4.649
C -1.819 4.277 3.491
C -1.085 3.903 2.376
C 2.264 1.621 1.476
C 3.280 2.018 2.336
C 4.462 1.299 2.298
C 4.600 0.235 1.404
C 3.557 -0.191 0.590
C 2.357 0.502 0.650
H 0.845 5.647 -4.369
H -1.054 4.072 -3.977
H -1.201 3.308 -0.556
H 2.719 4.535 0.387
H 2.527 6.315 -1.278
H 0.397 1.109 3.625
H -0.896 1.798 5.612
H -2.319 3.815 5.522
H -2.432 5.169 3.460
H -1.115 4.514 1.482
H 3.153 2.864 3.000
H 5.290 1.573 2.939
H 5.549 -0.285 1.346
H 3.723 -1.021 -0.082
C 0.173 -2.713 -7.251
C 0.755 -1.919 -6.080
C 2.164 -1.416 -6.448
C 0.852 -2.786 -4.826
C 1.020 -4.164 -4.833
C 1.103 -4.893 -3.650
C 1.034 -4.249 -2.430
C 0.907 -2.858 -2.383
P 0.727 -2.063 -0.765
C -0.899 -2.702 -0.242
C -2.034 -2.106 -0.795
C -3.287 -2.660 -0.593
C -3.419 -3.821 0.160
C -2.296 -4.417 0.713
C -1.037 -3.862 0.513
C 1.954 -2.860 0.289
C 1.794 -2.756 1.672
C 2.744 -3.287 2.526
C 3.874 -3.908 2.006
C 4.050 -3.995 0.633
C 3.093 -3.475 -0.228
C 0.814 -2.172 -3.581
O 0.607 -0.824 -3.473
C -0.167 -0.248 -4.443
C -0.954 0.816 -4.018
C -1.673 1.513 -4.991
C -1.630 1.099 -6.311
C -0.882 -0.014 -6.677
C -0.130 -0.720 -5.746
P -0.923 1.314 -2.275
C -2.664 1.461 -1.726
C -2.932 1.621 -0.360
C -4.231 1.641 0.118
C -5.297 1.450 -0.751
C -5.047 1.223 -2.094
C -3.745 1.228 -2.578
C 0.028 2.888 -2.342
C -0.669 4.948 -1.843
C 0.504 5.908 -2.080
C 2.216 4.742 -2.830
C 2.445 3.277 -2.814
C 1.447 2.428 -2.591
H 0.811 -3.560 -7.500
H 0.128 -2.099 -8.149
H -0.829 -3.084 -7.030
H 2.818 -2.260 -6.674
H 2.608 -0.847 -5.628
H 2.116 -0.769 -7.326
H 1.064 -4.695 -5.774
H 1.210 -5.969 -3.688
H 1.082 -4.827 -1.515
H -1.948 -1.213 -1.403
H -4.157 -2.195 -1.040
H -4.394 -4.270 0.300
H -2.391 -5.333 1.283
H -0.169 -4.360 0.925
H 0.931 -2.238 2.081
H 2.613 -3.210 3.598
H 4.619 -4.321 2.674
H 4.932 -4.474 0.227
H 3.243 -3.551 -1.296
H -2.281 2.366 -4.721
H -2.191 1.638 -7.063
H -0.884 -0.325 -7.713
H -2.126 1.689 0.359
H -4.407 1.797 1.176
H -6.314 1.462 -0.379
H -5.868 1.046 -2.777
H -3.589 1.034 -3.628
H -1.642 5.388 -1.638
H 0.286 6.971 -2.044
H 3.036 5.260 -3.322
H 3.437 2.886 -3.013
H 1.661 1.363 -2.644
C -2.357 -2.469 4.077
N -2.740 -1.465 3.088
C -4.157 -1.148 2.920
C -1.832 -0.815 2.406
N -1.030 -0.208 1.826
H -2.703 -2.168 5.067
H -1.275 -2.567 4.091
H -2.798 -3.432 3.816
H -4.571 -0.779 3.859
H -4.701 -2.041 2.611
H -4.265 -0.385 2.152

Mulliken population analysis, charges in e, atoms 1 to 8: 3.4343 -0.5333 -0.7573 -1.6579 0.2208 -1.3922 -0.6807 1.0387

***

No. 3
Computed, not measured: a molecular structure, C4H6CoO7, with ωB97M-V with the def2-TZVPD basis set.

Values from the calculation:
Spin multiplicity ... 6
Max |F| ... 0.110 Eh/bohr
HOMO-LUMO gap (alpha / beta) ... 7.50 / 5.74 eV
ΔE to the lowest compared entry with this formula, charge and spin ... 0.0 kJ/mol
E_HOMO (alpha / beta) ... -7.08 / -10.30 eV
<S²> ... 8.769
Total charge ... 0

Element x y z (Å)
O -1.590 0.403 -3.905
C -1.588 0.216 -2.656
O -2.650 0.324 -1.983
O -0.423 -0.020 -2.076
O 1.048 -1.038 1.038
C 1.034 -0.551 -0.272
C -0.391 -0.180 -0.654
Co -3.512 0.631 -3.644
H 1.391 -1.335 -0.959
H 1.689 0.329 -0.379
H -0.701 0.753 -0.167
H -1.082 -0.979 -0.355
C 1.285 0.359 2.482
O 1.805 1.441 2.105
O -0.019 0.410 2.991
H -0.150 1.307 3.314
O 1.999 -0.606 3.096
H 1.855 -1.463 2.024

natural (NBO) population analysis, charges in e, atoms 1 to 8: -0.7599 0.9359 -0.7991 -0.4905 -0.5254 -0.1069 -0.0845 0.7969

***

No. 4
Computed, not measured: a molecular structure, C37H38Cl5N2P2PdSi2, with ωB97M-V with the def2-TZVPD basis set.

Values from the calculation:
Max |F| ... 0.032 Eh/bohr
HOMO-LUMO gap (alpha / beta) ... 6.49 / 6.49 eV
ΔE to the lowest compared entry with this formula, charge and spin ... 41.7 kJ/mol
E_HOMO (alpha / beta) ... -4.33 / -4.33 eV
Total charge ... -1

Element x y z (Å)
Pd 0.179 0.102 1.441
C 3.586 -1.125 1.562
Si 3.053 -0.745 -0.211
C 2.543 -2.337 -1.069
C 4.564 -0.089 -1.144
N 1.725 0.332 -0.300
P 1.547 1.888 0.002
C 0.019 2.075 0.726
P -1.448 1.761 -0.129
N -1.652 0.226 -0.426
Si -2.975 -0.834 -0.336
C -4.412 -0.312 -1.461
C -2.392 -2.536 -0.908
C -3.664 -0.980 1.415
C -1.559 2.754 -1.651
C -1.592 4.145 -1.627
C -1.660 4.862 -2.812
C -1.703 4.193 -4.028
C -1.673 2.806 -4.057
C -1.598 2.088 -2.871
C -2.816 2.425 0.876
C -4.040 2.773 0.310
C -5.110 3.131 1.119
C -4.966 3.136 2.500
C -3.747 2.794 3.070
C -2.676 2.447 2.260
C 1.804 2.970 -1.432
C 1.909 2.414 -2.700
C 2.096 3.231 -3.808
C 2.176 4.606 -3.647
C 2.065 5.167 -2.381
C 1.880 4.353 -1.276
C 2.820 2.493 1.163
C 2.545 2.495 2.530
C 3.530 2.845 3.442
C 4.796 3.205 2.998
C 5.073 3.221 1.638
C 4.088 2.866 0.725
H 3.352 -2.158 1.833
H 3.067 -0.474 2.270
H 4.661 -0.977 1.695
H 3.316 -3.106 -0.990
H 2.352 -2.151 -2.129
H 1.622 -2.732 -0.635
H 5.205 -0.920 -1.454
H 5.162 0.579 -0.521
H 4.272 0.460 -2.043
H -4.042 0.158 -2.376
H -5.065 0.406 -0.958
H -5.023 -1.171 -1.750
H -1.484 -2.427 -1.505
H -3.143 -3.047 -1.516
H -2.151 -3.181 -0.059
H -4.353 -0.162 1.646
H -2.847 -0.940 2.141
H -4.200 -1.923 1.557
H -1.564 4.666 -0.676
H -1.677 5.945 -2.787
H -1.756 4.755 -4.953
H -1.704 2.281 -5.005
H -1.564 1.005 -2.869
H -4.162 2.759 -0.767
H -6.059 3.401 0.670
H -5.803 3.410 3.131
H -3.625 2.794 4.146
H -1.717 2.190 2.688
H 1.829 1.337 -2.806
H 2.171 2.794 -4.795
H 2.317 5.245 -4.511
H 2.121 6.242 -2.256
H 1.798 4.785 -0.285
H 1.551 2.225 2.865
H 3.304 2.836 4.501
H 5.563 3.480 3.711
H 6.056 3.508 1.285
H 4.312 2.880 -0.335
Cl -0.345 1.690 4.858
C -0.398 -0.045 4.676
C -0.193 -0.592 3.416
C -0.165 -1.979 3.386
Cl 0.169 -2.726 1.821
C -0.361 -2.801 4.486
Cl -0.316 -4.519 4.345
C -0.600 -2.204 5.722
Cl -0.864 -3.182 7.120
C -0.610 -0.814 5.819
Cl -0.878 -0.076 7.359

Mulliken population analysis, charges in e, atoms 1 to 8: -0.6561 -0.9552 0.1735 -0.9548 -1.1768 0.2597 3.0436 -2.3668